# 1
The following is a quantum chemistry calculation of C6H4S in the gas phase in a non-equilibrium geometry, from the Open Molecules 2025 dataset.

For the energy above the lowest of the compared OMol25 structures with the same formula, charge and spin, the calculation gives 257.8 kJ/mol. The value obtained for the HOMO-LUMO gap is 8.46 eV. As for the HOMO energy: -8.288 eV. The total charge is 0. The calculation puts the molecular weight at 108.2 g mol⁻¹.

Last column: Löwdin charge in e.
Geometry (Å):
C  1.5232  -0.5807  -0.7060  0.010
C  1.5139  -1.1918  0.4615  0.123
C  -0.1927  0.8767  0.2166  -0.176
C  -1.5082  1.1156  0.0914  -0.451
C  0.1056  -0.5200  -0.1024  -0.500
C  -1.1557  -1.2867  -0.4786  -0.329
S  -2.4509  -0.3192  -0.0425  0.916
H  2.0727  -0.2236  -1.5740  0.113
H  1.5762  -1.7588  1.3625  0.095
H  0.4232  1.7663  0.5005  0.130
H  -1.9072  2.1223  0.2710  0.070


# 2
The following is a quantum chemistry calculation of 21 unconnected molecules or ions with the total composition C6H54O21 in a non-equilibrium geometry, from the Open Molecules 2025 dataset.

The value obtained for the HOMO-LUMO gap is 9.01 eV. As for the HOMO energy: -9.722 eV. The total charge is 0. The calculation puts the molecular weight at 462.5 g mol⁻¹.

Last column: Löwdin charge in e.
Geometry (Å):
O  20.7150  9.2085  -9.8826  -0.032
H  21.6695  9.1488  -9.9239  -0.012
H  20.5433  9.8062  -9.1549  -0.018
O  23.6290  11.1545  -4.9842  -0.028
H  23.0138  10.6396  -4.4621  -0.001
H  23.9977  11.7861  -4.3667  0.067
O  19.3966  6.6295  -6.0555  -0.031
H  18.9799  7.4699  -6.2462  0.041
H  20.2681  6.6999  -6.4449  -0.014
O  27.0539  8.0042  -3.6004  -0.035
H  26.2126  8.3870  -3.3518  -0.004
H  27.6899  8.4272  -3.0234  0.052
O  20.4676  10.8536  -7.6275  -0.026
H  20.8525  10.6940  -6.7657  0.038
H  20.1156  11.7420  -7.5723  0.058
O  21.8261  6.0636  -7.9919  -0.078
H  22.0659  6.8360  -7.4799  -0.026
H  22.0879  6.2784  -8.8872  -0.013
O  25.3163  6.9185  -10.3336  -0.038
H  24.4382  6.5433  -10.4004  0.010
H  25.8692  6.1875  -10.0576  0.051
O  22.4974  8.4248  -7.2175  -0.026
H  22.6808  9.3527  -7.3644  0.000
H  22.4897  8.3296  -6.2650  0.016
O  24.0284  5.5993  -3.4906  -0.051
H  24.2029  5.0065  -2.7596  0.062
H  24.4808  6.4096  -3.2559  -0.010
O  24.0625  9.4139  -10.0984  -0.038
H  23.9887  9.9120  -9.2844  0.011
H  24.5660  8.6358  -9.8588  0.023
O  19.5903  5.5190  -9.4959  -0.057
H  20.2675  5.3004  -8.8557  -0.016
H  19.6826  6.4622  -9.6302  0.015
O  21.9577  6.8313  -4.8680  -0.038
H  22.8056  6.4746  -4.6030  0.017
H  21.3574  6.0876  -4.8149  0.075
O  22.3915  6.3336  -10.5349  -0.032
H  22.1832  7.0655  -11.1155  0.019
H  22.0395  5.5643  -10.9826  0.085
O  22.9242  3.1727  -4.9137  -0.039
H  23.3873  2.9548  -4.1048  0.045
H  23.4206  3.9019  -5.2854  0.031
O  22.5333  8.5263  -12.2743  -0.034
H  23.3236  8.3794  -12.7940  0.058
H  22.8298  9.0491  -11.5293  -0.015
O  21.2679  3.3059  -7.0950  -0.058
H  21.6834  4.1586  -7.2234  -0.023
H  21.6297  2.9846  -6.2691  -0.019
O  24.5921  11.2447  -12.3102  -0.052
H  24.3360  10.5885  -11.6621  -0.029
H  25.2218  10.7935  -12.8726  0.033
O  22.0296  9.2214  -3.7972  -0.044
H  21.3424  9.4356  -3.1662  0.078
H  21.7444  8.3975  -4.1922  0.002
O  24.4695  8.0410  -2.7006  -0.033
H  23.8764  8.4795  -3.3107  0.031
H  23.9842  8.0077  -1.8762  0.087
C  25.4766  6.5968  -6.9314  -0.049
C  26.8959  7.0493  -7.2159  -0.543
C  26.9678  8.5315  -7.3790  -0.047
O  27.5951  6.6386  -6.1372  -0.024
H  25.4133  5.5128  -6.8366  0.089
H  24.7913  6.8550  -7.7388  0.055
H  25.0090  7.0214  -6.0431  0.071
H  27.3066  6.6031  -8.1216  0.138
H  27.9781  8.8005  -7.6869  0.088
H  26.7818  9.0974  -6.4662  0.080
H  26.3119  9.0146  -8.1033  0.056
H  27.1322  6.9961  -5.3759  0.043
C  23.2250  13.1868  -7.9969  -0.030
C  24.0798  11.9487  -8.4008  -0.420
C  25.5496  12.0529  -8.0552  -0.023
O  23.5008  10.8501  -7.6765  -0.131
H  22.2420  13.1976  -8.4677  0.073
H  23.6660  14.1203  -8.3465  0.077
H  23.1141  13.2545  -6.9147  0.073
H  23.8610  11.7444  -9.4489  0.127
H  25.6616  11.8751  -6.9856  0.081
H  26.0231  13.0034  -8.3011  0.088
H  26.1526  11.2786  -8.5294  0.072
H  23.7089  11.0098  -6.7530  0.027


- Look up the HOMO of the first one.
  -8.288 eV